Entry 1:
{
  "formula": "C6H11ClSi",
  "method": "ωB97M-V/def2-TZVPD",
  "elements": ["C", "C", "Si", "C", "Cl", "C", "C", "C", "H", "H", "H", "H", "H", "H", "H", "H", "H", "H", "H"],
  "xyz": [[1.509093, 0.957817, -2.694606], [1.052481, 0.107922, -1.714695], [-0.279891, 0.495791, -0.185019], [-2.074672, 0.411125, -0.762610], [0.204589, 2.513334, 0.402646], [0.104349, -0.378258, 1.463422], [-0.331254, 0.109063, 2.629798], [0.655197, -1.720251, 1.343805], [2.349049, 0.596671, -3.252518], [1.083895, 1.879774, -2.953003], [1.474620, -0.891869, -1.650242], [-2.841892, 0.149745, -0.038961], [-2.426144, 1.440176, -1.002880], [-2.291536, -0.185559, -1.677852], [-0.485113, 1.210795, 2.667339], [-0.026607, -0.417610, 3.499182], [1.697209, -1.761725, 1.532022], [0.442043, -2.035664, 0.346611], [0.184585, -2.481276, 2.047560]],
  "forces_ev_per_angstrom": [[-0.619, -3.094, 2.363], [-1.042, 1.659, 0.449], [1.441, 1.163, -0.942], [-0.781, 0.683, -0.756], [-0.473, -0.644, -0.593], [-1.424, 0.888, -0.212], [1.489, 1.961, -1.419], [-1.210, -2.136, 0.914], [0.220, 0.006, -0.611], [-0.406, 1.306, 0.068], [0.354, 0.147, -0.033], [0.337, -0.495, 0.495], [0.642, -0.356, -0.146], [0.523, 0.267, 0.614], [-0.584, -1.031, 0.349], [-0.363, -0.416, 1.024], [1.189, 0.056, -0.061], [0.265, -0.930, -0.757], [0.443, 0.967, -0.744]],
  "nbo_charge": [-0.3488, -0.5840, 1.5408, -1.1596, -0.4297, -0.4204, -0.3723, -0.6506, 0.1924, 0.1989, 0.2010, 0.2564, 0.2643, 0.2559, 0.2177, 0.1910, 0.2299, 0.1999, 0.2172],
  "smiles": "C=C[Si@](C)(Cl)C(=C)C",
  "spin_multiplicity": 1,
  "total_energy_ha": -984.88291,
  "e_lumo_ev": 0.77,
  "e_above_lowest_kj_mol": 41.0,
  "largest_force_ev_per_a": 3.94
}

=====

Entry 2:
{
  "formula": "C16H24BF9O11",
  "method": "ωB97M-V/def2-TZVPD",
  "elements": ["C", "C", "O", "C", "O", "C", "F", "F", "F", "H", "H", "H", "H", "H", "C", "C", "O", "C", "O", "C", "F", "F", "F", "H", "H", "H", "H", "H", "C", "C", "O", "C", "O", "C", "F", "F", "F", "H", "H", "H", "H", "H", "C", "C", "O", "O", "C", "B", "O", "C", "O", "O", "H", "H", "H", "H", "H", "H", "H", "H", "H"],
  "xyz": [[3.010074, -4.411033, -1.360540], [2.385618, -3.795511, -0.123581], [2.897754, -2.471567, 0.101878], [2.340938, -1.493774, -0.631219], [1.468631, -1.663859, -1.439279], [2.942599, -0.141414, -0.261823], [4.285394, -0.179540, -0.174261], [2.493802, 0.296026, 0.932408], [2.650768, 0.818979, -1.153752], [4.100308, -4.391701, -1.289785], [2.680895, -5.444159, -1.484625], [2.739374, -3.852198, -2.259115], [2.653134, -4.387244, 0.753328], [1.296756, -3.784301, -0.184357], [-1.945105, 0.597108, 1.768225], [-2.626252, -0.756117, 1.710681], [-1.657293, -1.816818, 1.742796], [-1.177207, -2.139860, 2.957671], [-1.502944, -1.603029, 3.980768], [-0.197670, -3.304457, 2.849275], [0.679689, -3.144868, 1.837267], [-0.831391, -4.471910, 2.626134], [0.531904, -3.474934, 3.961840], [-1.202022, 0.686182, 0.971768], [-2.675866, 1.400962, 1.663137], [-1.416245, 0.732940, 2.714173], [-3.165660, -0.855049, 0.766610], [-3.357655, -0.875210, 2.513759], [4.391999, 2.200640, 3.185932], [3.699734, 3.302954, 2.408309], [2.932169, 4.140694, 3.287669], [3.624372, 5.081161, 3.956158], [4.809856, 5.246037, 3.860264], [2.686432, 5.925172, 4.814250], [1.805581, 5.174670, 5.502881], [1.961315, 6.779746, 4.065938], [3.342992, 6.668652, 5.717958], [3.667307, 1.634414, 3.775908], [4.909528, 1.517729, 2.509744], [5.121882, 2.611316, 3.886965], [2.994990, 2.863685, 1.699759], [4.410716, 3.896986, 1.828634], [-0.902529, -0.291192, -3.320305], [-1.724734, -0.058661, -4.683836], [-1.519423, -0.863523, -5.601600], [-2.588290, 1.059533, -4.766887], [-3.959493, 0.659163, -5.048728], [-4.928450, 0.705508, -3.742431], [-5.036582, 1.798591, -2.832587], [-5.827255, -0.634176, -3.422447], [-5.053981, -1.506249, -2.560110], [-4.347276, -2.461060, -3.259960], [0.129675, -0.672302, -3.631548], [-1.453447, -1.074126, -2.689244], [-0.775762, 0.693415, -2.764729], [-3.980903, -0.417844, -5.447531], [-4.404665, 1.298288, -5.895209], [-4.222937, 2.340355, -2.811633], [-6.123969, -1.090995, -4.422266], [-6.809673, -0.383419, -2.886068], [-4.231506, -2.218807, -4.202630]],
  "forces_ev_per_angstrom": [[0.164, 0.299, -0.239], [-0.063, -0.941, -0.371], [-0.094, 1.104, -0.120], [-0.455, -1.841, 0.041], [0.398, 0.705, 0.259], [0.852, 1.592, 0.222], [-0.365, -0.368, -0.075], [-0.172, -0.436, -0.181], [-0.220, -0.648, 0.076], [-0.071, -0.110, 0.090], [0.000, 0.071, 0.069], [-0.095, -0.090, 0.073], [0.090, 0.356, 0.036], [0.208, 0.201, -0.168], [0.336, -0.011, 0.180], [-0.477, 0.667, -0.165], [0.554, -0.740, 0.531], [-1.282, 1.304, -0.328], [0.541, -0.644, -0.233], [1.163, -1.319, 0.129], [-0.524, 0.388, 0.399], [-0.214, 0.500, -0.001], [-0.494, 0.455, -0.237], [-0.149, -0.007, -0.059], [0.009, -0.092, -0.017], [-0.146, 0.002, -0.014], [0.233, -0.277, 0.035], [0.258, -0.103, 0.054], [0.081, 0.079, 0.334], [0.367, -0.603, -0.401], [-0.102, 0.859, 0.512], [0.719, -1.128, -1.172], [-0.644, 0.349, 0.417], [-1.033, 0.968, 1.191], [0.381, -0.120, -0.349], [0.359, -0.358, -0.193], [0.178, -0.441, -0.522], [-0.017, -0.022, -0.170], [-0.078, 0.058, -0.004], [0.011, 0.011, -0.151], [-0.171, 0.223, 0.228], [-0.060, 0.106, 0.258], [-0.232, 0.825, -0.827], [1.774, -1.840, -0.596], [-1.446, 2.519, 2.132], [0.512, -1.795, 0.381], [-0.899, -0.689, -0.740], [-0.268, 0.831, 1.272], [1.093, -1.859, -1.340], [-1.241, 1.313, -0.692], [-1.239, 1.827, 0.049], [1.171, -1.824, -1.250], [-1.642, 0.402, 0.549], [0.797, 1.200, -0.930], [-0.294, -1.364, -0.536], [0.255, 1.561, 0.302], [0.771, -0.761, 1.158], [-0.644, -0.120, -0.337], [0.347, -0.143, 1.335], [1.462, -0.483, -0.540], [-0.255, 0.404, 0.647]],
  "nbo_charge": [-0.6395, -0.0799, -0.4760, 0.6906, -0.5381, 0.8983, -0.3074, -0.3146, -0.3044, 0.2142, 0.2247, 0.2217, 0.2008, 0.2086, -0.6386, -0.0814, -0.4794, 0.6861, -0.5261, 0.9017, -0.3201, -0.3075, -0.3001, 0.2130, 0.2245, 0.2239, 0.2039, 0.2010, -0.6391, -0.0801, -0.4801, 0.6874, -0.5303, 0.8982, -0.3084, -0.3095, -0.3017, 0.2160, 0.2251, 0.2230, 0.1995, 0.1993, -0.7295, 0.8073, -0.5690, -0.5536, -0.4307, 0.9576, -0.8746, -0.4335, -0.2629, -0.4412, 0.2573, 0.2568, 0.2248, 0.1980, 0.2312, 0.4999, 0.1893, 0.2229, 0.4505],
  "smiles": "CCOC(=O)C(F)(F)F.CCOC(=O)C(F)(F)F.CCOC(=O)C(F)(F)F.CC(=O)OCB(O)COO",
  "spin_multiplicity": 1,
  "total_energy_ha": -2375.29970,
  "e_lumo_ev": 0.21,
  "largest_force_ev_per_a": 3.60
}